No. 1
A molecular structure, C3H8Br2NO4PSr, computed with ωB97M-V/def2-TZVPD.

The total energy comes out at -5994.2617 Ha. The value obtained for the LUMO energy is -9.0 eV. The calculation puts the orbital gap at 7.24 eV. Its HOMO energy is -16.282 eV. The total charge is +2.

Each line ends with the Löwdin charge.
Atoms and positions in Å:
1 C -1.3398 -1.5573 0.9382  -0.275
2 C 0.0594 -0.9717 1.4044  -0.730
3 Br -0.2148 0.7674 2.2809  0.814
4 C 1.1961 -0.9697 0.2726  -0.716
5 Br 2.0923 -2.7527 0.4293  0.816
6 O 0.6952 -0.9135 -1.0838  -0.324
7 P 0.3788 0.6903 -1.5964  0.588
8 O 0.5893 0.6609 -3.0940  -0.225
9 O -1.2558 0.9702 -1.3348  -0.175
10 O 1.4255 1.8397 -0.9756  -0.209
11 N 0.8266 2.7736 -0.1293  -0.027
12 H -1.8416 -1.9555 1.8674  0.137
13 H -1.2243 -2.3972 0.1683  -0.075
14 H -2.0132 -0.6922 0.5576  0.062
15 H 0.4384 -1.6711 2.1998  0.082
16 H 2.0011 -0.2233 0.4874  0.113
17 H -1.4330 1.7594 -0.7870  0.088
18 H 1.5173 3.3326 0.3657  0.122
19 H 0.1632 3.3578 -0.6425  0.106
20 Sr -2.0608 -2.0477 -1.3283  1.827

=====

No. 2
A single CH2N4O2 molecule, computed with ωB97M-V/def2-TZVPD.

Its energy relative to the best compared isomer or geometry (same formula, charge and spin) is 5.2943 eV. The total energy comes out at -408.5910 Ha. The value obtained for the LUMO energy is -0.2 eV. The calculation puts the orbital gap at 9.13 eV. Its HOMO energy is -9.312 eV. Its SMILES is O/N=c1\nno[nH]1.

Each line ends with the Löwdin charge.
Atoms and positions in Å:
1 C 0.0819 -0.0045 -0.1278  -0.335
2 H -0.9882 -0.5989 -2.8165  0.214
3 H 0.7570 -1.4600 1.2560  0.152
4 N 0.0880 -0.6700 -1.2152  0.010
5 N -0.3958 1.2361 0.3270  0.092
6 N -0.2234 1.4053 1.5213  0.030
7 N 0.8910 -0.4340 1.0827  0.074
8 O -0.5357 0.1857 -2.1221  -0.145
9 O 0.3252 0.3403 2.0947  -0.093

=====

No. 3
A molecular structure, C9H17N, computed with ωB97M-V/def2-TZVPD.

Its energy relative to the best compared isomer or geometry (same formula, charge and spin) is 1.7782 eV. The total energy comes out at -407.7881 Ha. The value obtained for the LUMO energy is 0.9 eV. The calculation puts the orbital gap at 9.67 eV. Its HOMO energy is -8.804 eV.

Each line ends with the Löwdin charge.
Atoms and positions in Å:
1 C 1.5683 0.5710 -0.1761  -0.384
2 C 0.6100 -0.4942 0.1345  -0.427
3 C -0.4381 0.6539 0.2306  -0.407
4 C 2.9069 0.6310 -0.6248  -0.008
5 C 0.4727 -1.3179 -1.1354  -0.029
6 C 0.9361 -1.3443 1.4214  -0.004
7 C -0.9330 1.1137 1.6446  -0.017
8 C -2.8011 -0.0794 -0.6206  -0.111
9 C -1.6375 0.8627 -0.7628  -0.201
10 N 0.6897 1.4873 -0.3304  0.181
11 H 2.8434 0.8249 -1.6975  0.110
12 H 3.3734 -0.3048 -0.4354  0.078
13 H 3.3142 1.3740 0.0076  0.086
14 H -0.3979 -2.0165 -1.0924  0.099
15 H 1.4271 -1.8078 -1.1625  0.073
16 H 0.3588 -0.7642 -2.0771  0.092
17 H 0.1194 -1.9617 1.7759  0.080
18 H 1.2551 -0.6649 2.1541  0.048
19 H 1.7924 -2.0035 1.2270  0.082
20 H -1.0393 2.1960 1.7065  0.082
21 H -0.1612 0.9478 2.4507  0.083
22 H -1.7271 0.4813 1.9346  0.061
23 H -3.1412 -0.2776 -1.7236  0.114
24 H -3.6245 0.2145 -0.1433  0.017
25 H -2.5490 -1.0321 -0.2528  0.050
26 H -2.0185 1.8801 -0.5682  0.110
27 H -1.1994 0.8305 -1.8847  0.143

=====

No. 4
2 unconnected molecules or ions with the total composition C3HCl2NOS, computed with ωB97M-V/def2-TZVPD.

Its energy relative to the best compared isomer or geometry (same formula, charge and spin) is 1.4873 eV. The total energy comes out at -1563.4134 Ha. The value obtained for the LUMO energy is -0.5 eV. The calculation puts the orbital gap at 8.85 eV. Its HOMO energy is -9.389 eV. Its SMILES is O=C=C(Cl)Cl.N=C=S.

Each line ends with the Löwdin charge.
Atoms and positions in Å:
1 C 2.9600 -1.0532 0.8528  -0.347
2 C -0.2444 -1.5627 -0.1588  -0.887
3 C 2.1500 -0.0452 0.9252  -1.150
4 N -0.7116 -0.4718 -0.1551  0.105
5 O 3.4782 -2.0388 0.7125  0.227
6 S 0.4077 -2.9787 -0.3273  0.723
7 Cl 2.0262 1.0784 -0.3947  0.662
8 Cl 1.3656 0.4943 2.3734  0.643
9 H -0.2485 0.4396 -0.2275  0.023

=====

No. 5
A molecular structure, C41H46ClF2NO5PS2Si, computed with ωB97M-V/def2-TZVPD.

The total energy comes out at -4108.1540 Ha. The value obtained for the LUMO energy is 2.2 eV. The calculation puts the orbital gap at 8.38 eV. Its HOMO energy is -6.142 eV. The total charge is -1.

Each line ends with the Löwdin charge.
Atoms and positions in Å:
1 C 2.7368 -0.1862 1.0880  -0.178
2 Si 1.0355 0.0722 0.3195  0.576
3 C -0.1095 -1.2343 0.9925  -0.167
4 C 1.2606 -0.2103 -1.5365  -0.210
5 C 0.4152 0.6393 -2.5058  -0.146
6 C -0.7857 -0.0648 -3.1298  -0.512
7 F -0.8457 -1.3833 -2.7967  0.051
8 F -0.6735 -0.0217 -4.5004  0.034
9 S -2.4331 0.7519 -2.7148  0.525
10 O -2.8381 1.3677 -3.9531  -0.318
11 O -2.1660 1.6360 -1.5942  -0.376
12 N -3.3782 -0.4678 -2.3445  -0.355
13 S -3.8646 -0.6353 -0.8338  0.330
14 O -4.8793 -1.6665 -0.8056  -0.375
15 O -2.7878 -0.7546 0.1354  -0.434
16 P -4.7963 1.2383 -0.0896  0.543
17 O -6.1881 0.5747 0.4655  -0.414
18 Cl -5.5162 2.0045 -1.8710  0.276
19 C 0.4453 1.8062 0.7064  -0.239
20 C 1.3173 2.9074 0.6014  -0.118
21 C 0.8732 4.2091 0.8568  -0.099
22 C -0.4630 4.4267 1.2186  -0.094
23 C -1.3406 3.3438 1.3313  -0.079
24 C -0.8918 2.0432 1.0768  -0.088
25 H 3.4209 0.6279 0.8333  0.011
26 H 3.1831 -1.1063 0.6943  0.032
27 H 2.6890 -0.2807 2.1749  0.027
28 H 0.3950 -2.2021 0.8890  0.029
29 H -0.3747 -1.0977 2.0414  0.044
30 H -1.0038 -1.2769 0.3661  -0.008
31 H 1.1433 -1.2778 -1.7337  0.077
32 H 2.3144 0.0205 -1.7359  0.075
33 H 0.0957 1.5732 -2.0380  0.094
34 H 1.0552 0.9295 -3.3410  0.100
35 H -6.9317 0.8220 -0.0964  0.022
36 H 2.3548 2.7552 0.3123  0.086
37 H 1.5440 5.0570 0.7695  0.091
38 H -0.8320 5.4308 1.3981  0.092
39 H -2.3780 3.5041 1.6001  0.094
40 H -1.5849 1.2098 1.1392  0.080
41 C -2.6913 -5.0464 1.2409  -0.080
42 C -1.8545 -4.6413 0.2110  -0.078
43 C -0.5679 -5.1551 0.1225  -0.097
44 C -0.1193 -6.0776 1.0579  -0.103
45 C -0.9584 -6.4850 2.0861  -0.107
46 C -2.2433 -5.9673 2.1784  -0.100
47 H -3.6909 -4.6378 1.3107  0.106
48 H -2.2047 -3.9197 -0.5163  0.107
49 H 0.0872 -4.8311 -0.6765  0.101
50 H 0.8856 -6.4761 0.9868  0.086
51 H -0.6103 -7.2040 2.8179  0.077
52 H -2.8959 -6.2799 2.9841  0.095
53 C 4.8085 2.4055 -6.8780  -0.106
54 C 5.2296 3.3204 -5.9228  -0.107
55 C 4.3638 3.7157 -4.9121  -0.101
56 C 3.0795 3.1920 -4.8549  -0.093
57 C 2.6583 2.2756 -5.8089  -0.089
58 C 3.5230 1.8844 -6.8218  -0.096
59 H 5.4832 2.0977 -7.6670  0.096
60 H 6.2331 3.7248 -5.9657  0.095
61 H 4.6896 4.4315 -4.1681  0.097
62 H 2.4037 3.4971 -4.0658  0.102
63 H 1.6567 1.8667 -5.7618  0.101
64 H 3.1937 1.1719 -7.5672  0.100
65 C 6.8162 2.8715 3.0882  -0.104
66 C 6.8044 2.1792 4.2909  -0.106
67 C 5.6089 1.6841 4.7945  -0.100
68 C 4.4270 1.8774 4.0934  -0.090
69 C 4.4384 2.5683 2.8898  -0.093
70 C 5.6326 3.0671 2.3890  -0.092
71 H 7.7480 3.2580 2.6949  0.096
72 H 7.7273 2.0238 4.8355  0.095
73 H 5.5990 1.1457 5.7337  0.097
74 H 3.4947 1.4880 4.4816  0.104
75 H 3.5156 2.7157 2.3447  0.080
76 H 5.6410 3.6076 1.4507  0.100
77 C -7.5834 5.5969 -0.9504  -0.088
78 C -8.0186 4.7537 -1.9631  -0.096
79 C -9.1989 5.0339 -2.6380  -0.095
80 C -9.9412 6.1585 -2.3041  -0.107
81 C -9.5044 7.0026 -1.2922  -0.109
82 C -8.3263 6.7204 -0.6141  -0.102
83 H -6.6628 5.3750 -0.4257  0.102
84 H -7.4326 3.8808 -2.2178  0.038
85 H -9.5396 4.3739 -3.4256  0.100
86 H -10.8604 6.3777 -2.8328  0.095
87 H -10.0822 7.8808 -1.0323  0.095
88 H -7.9865 7.3769 0.1770  0.097
89 C 4.1389 -8.3865 5.1271  -0.102
90 C 2.7993 -8.5020 5.4714  -0.099
91 C 1.8279 -8.5279 4.4806  -0.095
92 C 2.1964 -8.4436 3.1453  -0.098
93 C 3.5359 -8.3297 2.8008  -0.092
94 C 4.5071 -8.2988 3.7918  -0.100
95 H 4.8963 -8.3623 5.9001  0.097
96 H 2.5118 -8.5695 6.5129  0.098
97 H 0.7825 -8.6114 4.7492  0.099
98 H 1.4387 -8.4656 2.3725  0.088
99 H 3.8224 -8.2627 1.7591  0.101
100 H 5.5515 -8.2043 3.5232  0.098

=====

No. 6
7 unconnected molecules or ions with the total composition C52H89N3O14P, computed with ωB97M-V/def2-TZVPD.

The total energy comes out at -3593.5892 Ha. The value obtained for the LUMO energy is -3.3 eV. The calculation puts the orbital gap at 7.91 eV. Its HOMO energy is -11.213 eV. The total charge is +1.

Each line ends with the Löwdin charge.
Atoms and positions in Å:
1 C -3.6834 -2.9773 -1.5067  -0.109
2 C -3.2911 -3.9711 -2.6135  -0.269
3 C -3.5987 -3.4328 -4.0233  -0.194
4 C -2.6192 -3.9713 -5.1045  -0.206
5 C -2.0756 -2.8847 -6.0382  -0.208
6 C -1.0931 -1.9132 -5.3348  -0.190
7 C -1.7487 -0.6006 -4.8108  -0.198
8 C -1.1561 0.6959 -5.4240  -0.182
9 C -0.9238 1.8113 -4.3633  -0.194
10 C -1.4338 3.2191 -4.7998  -0.174
11 C -0.3069 4.2532 -5.0171  -0.212
12 C -0.4814 5.5444 -4.2034  -0.205
13 C -0.5391 5.3092 -2.6792  -0.205
14 C 0.6011 4.4417 -2.1631  -0.208
15 C 0.4161 3.9998 -0.6976  -0.200
16 C -0.8202 3.1140 -0.5681  -0.201
17 C -0.8986 2.3797 0.8012  -0.165
18 C -0.2948 0.9347 0.6425  -0.167
19 C 0.7472 0.7191 1.7481  -0.162
20 C 1.7154 -0.4941 1.5483  -0.077
21 C 1.7970 -1.0430 0.1551  -0.167
22 C 1.4399 -2.3411 -0.0348  0.078
23 C 1.5123 -2.9126 -1.2537  -0.081
24 C 1.1815 -4.3596 -1.4740  -0.459
25 O 2.1010 -5.1504 -1.3537  0.125
26 O -0.0835 -4.7744 -1.8198  -0.161
27 P -0.6428 -5.9280 -0.7206  0.756
28 N -1.6876 -5.2303 0.1972  -0.225
29 C 1.9230 -2.1465 -2.3292  0.049
30 C 2.2632 -0.8887 -2.1010  -0.003
31 N 2.2229 -0.3456 -0.8875  0.036
32 C 2.6686 1.0581 -0.7750  -0.082
33 C 4.1358 1.2152 -1.2709  -0.196
34 N 4.1736 1.7104 -2.6622  0.020
35 H -3.0856 -2.0656 -1.5787  0.065
36 H -3.4698 -3.4433 -0.5396  0.039
37 H -4.7503 -2.7499 -1.5149  0.075
38 H -2.2335 -4.2151 -2.4842  0.052
39 H -3.9087 -4.8625 -2.4702  0.105
40 H -3.5865 -2.3415 -4.0371  0.085
41 H -4.6172 -3.7291 -4.2876  0.111
42 H -1.8050 -4.4859 -4.5831  0.092
43 H -3.1130 -4.7439 -5.7017  0.106
44 H -2.9035 -2.3394 -6.5015  0.114
45 H -1.5186 -3.3958 -6.8307  0.104
46 H -0.3120 -1.6579 -6.0555  0.096
47 H -0.6537 -2.4615 -4.4960  0.088
48 H -1.6593 -0.5993 -3.7213  0.091
49 H -2.8053 -0.6410 -5.0809  0.097
50 H -1.8401 1.0350 -6.2021  0.104
51 H -0.1849 0.4473 -5.8598  0.097
52 H 0.1574 1.8816 -4.2017  0.087
53 H -1.3865 1.4897 -3.4275  0.082
54 H -1.9740 3.0829 -5.7381  0.098
55 H -2.1597 3.5521 -4.0540  0.102
56 H -0.2534 4.4634 -6.0885  0.107
57 H 0.6664 3.8236 -4.7605  0.090
58 H -1.4110 6.0169 -4.5393  0.111
59 H 0.3260 6.2380 -4.4624  0.108
60 H -0.5543 6.2992 -2.2150  0.118
61 H -1.5063 4.8373 -2.4856  0.090
62 H 1.5227 5.0266 -2.2713  0.122
63 H 0.7186 3.5331 -2.7602  0.079
64 H 1.3257 3.5125 -0.3283  0.092
65 H 0.3241 4.9179 -0.1060  0.117
66 H -0.9382 2.4155 -1.4037  0.094
67 H -1.7139 3.7446 -0.6132  0.109
68 H -1.9339 2.3558 1.1284  0.104
69 H -0.2902 2.9571 1.4941  0.089
70 H 0.1143 0.9031 -0.3679  0.080
71 H -1.1294 0.2470 0.7786  0.122
72 H 0.1920 0.5199 2.6676  0.126
73 H 1.3331 1.6145 1.9571  0.104
74 H 2.7254 -0.1433 1.8008  0.134
75 H 1.5121 -1.3035 2.2457  0.112
76 H 1.1255 -2.9279 0.8162  0.126
77 H -1.2002 -7.0360 -1.3906  0.035
78 H 0.4100 -6.3730 0.0908  0.024
79 H -2.5691 -5.7322 0.1194  -0.010
80 H 1.9553 -2.6105 -3.3043  0.149
81 H 2.5968 -0.2805 -2.9295  0.146
82 H 2.0082 1.6847 -1.3739  0.118
83 H 2.6173 1.4377 0.2402  0.110
84 H 4.5874 1.9959 -0.6600  0.123
85 H 4.6693 0.2633 -1.1927  0.121
86 H 4.4256 0.9434 -3.2734  0.062
87 H 4.8695 2.4422 -2.7424  0.043
88 O 3.5796 -4.0664 4.4733  0.113
89 C 2.5317 -4.4849 4.0720  -0.505
90 O 1.7139 -3.7875 3.2559  0.002
91 C 0.4874 -4.5194 3.0399  -0.152
92 C 0.8347 -5.9684 3.3409  -0.143
93 C 1.9102 -5.8246 4.4216  -0.054
94 H -0.2752 -4.1255 3.7061  0.112
95 H 0.1643 -4.3817 2.0130  0.079
96 H -0.0258 -6.5598 3.6409  0.104
97 H 1.2742 -6.4372 2.4551  0.104
98 H 1.4834 -5.7639 5.4234  0.136
99 H 2.6474 -6.6213 4.3710  0.127
100 O 7.2321 4.2008 -1.8448  0.126
101 C 7.4714 3.9401 -2.9878  -0.479
102 O 6.6486 3.1714 -3.7521  -0.016
103 C 7.2493 2.9412 -5.0416  -0.149
104 C 8.2471 4.0752 -5.2215  -0.150
105 C 8.6933 4.3425 -3.7856  -0.068
106 H 7.7306 1.9611 -5.0296  0.129
107 H 6.4755 2.9444 -5.8061  0.126
108 H 9.0610 3.8259 -5.8992  0.119
109 H 7.7389 4.9561 -5.6168  0.121
110 H 9.5297 3.7069 -3.4918  0.136
111 H 8.9361 5.3879 -3.6189  0.129
112 O -3.5643 2.3781 4.0473  0.116
113 C -2.9606 3.4057 4.1714  -0.472
114 O -1.8921 3.7269 3.3886  -0.012
115 C -1.3145 4.9632 3.8428  -0.159
116 C -2.4252 5.6657 4.6096  -0.153
117 C -3.2052 4.4947 5.1921  -0.081
118 H -0.4536 4.7320 4.4755  0.125
119 H -0.9753 5.5396 2.9832  0.120
120 H -2.0543 6.3660 5.3560  0.119
121 H -3.0623 6.2192 3.9178  0.118
122 H -2.8015 4.1723 6.1542  0.138
123 H -4.2697 4.7238 5.2802  0.091
124 O -5.4702 6.2519 5.4558  0.103
125 C -5.9247 6.5486 6.5267  -0.462
126 O -5.3012 6.2655 7.6925  0.031
127 C -6.1379 6.6444 8.8020  -0.148
128 C -7.0907 7.6885 8.2420  -0.153
129 C -7.2506 7.2298 6.7955  -0.068
130 H -6.6589 5.7548 9.1615  0.129
131 H -5.5167 7.0353 9.6043  0.126
132 H -8.0270 7.7549 8.7924  0.118
133 H -6.6180 8.6717 8.2646  0.120
134 H -8.0510 6.4969 6.6838  0.135
135 H -7.4031 8.0625 6.1148  0.127
136 O 6.8685 -2.7413 -0.6180  0.115
137 C 6.3138 -3.4927 0.1333  -0.483
138 O 6.9336 -4.5229 0.7541  0.040
139 C 5.9743 -5.2994 1.4988  -0.133
140 C 4.8076 -4.3569 1.7445  -0.150
141 C 4.8437 -3.4782 0.5002  -0.073
142 H 5.6915 -6.1675 0.8985  0.128
143 H 6.4282 -5.6465 2.4240  0.130
144 H 3.8599 -4.8701 1.8907  0.103
145 H 4.9987 -3.7506 2.6272  0.112
146 H 4.2708 -3.9105 -0.3240  0.114
147 H 4.5070 -2.4637 0.7064  0.115
148 O -2.5263 -3.8986 3.3466  0.111
149 C -3.1335 -4.9051 3.5715  -0.480
150 O -2.5301 -6.0975 3.8223  0.000
151 C -3.5231 -7.1330 3.9449  -0.151
152 C -4.8118 -6.4094 4.3012  -0.150
153 C -4.6387 -5.0748 3.5815  -0.067
154 H -3.5923 -7.6607 2.9908  0.125
155 H -3.2156 -7.8377 4.7143  0.126
156 H -5.7061 -6.9572 4.0106  0.119
157 H -4.8566 -6.2416 5.3783  0.121
158 H -4.9941 -5.1160 2.5506  0.131
159 H -5.1160 -4.2568 4.1133  0.129